No. 1
Density functional theory data (the ωB97M-V functional and the def2-TZVPD basis) for a single C7H9NP2 molecule.

Results
Total charge: 0
Highest occupied orbital energy (eV): -7.81
Structure (SMILES): C1=C(c2ccc[nH]2)PCP1

Each atom is followed by the atoms it is bonded to, with distances in Å.
Cartesian coordinates (Å):
1 P -3.200 -0.980 -0.171  C5 1.804, C6 1.868, H14 1.351
2 P -1.326 1.513 -0.269  C5 1.860, C7 1.860, H16 1.358
3 N 1.801 -1.218 0.064  C4 1.396, C8 1.362, H13 1.011
4 C 0.992 -0.085 -0.042  N3 1.396, C7 1.464, C9 1.354
5 C -2.924 0.742 0.288  P1 1.804, P2 1.860, H11 1.176, H18 1.126
6 C -1.354 -1.256 -0.119  P1 1.868, C7 1.437, H12 1.125
7 C -0.472 -0.124 -0.043  P2 1.860, C4 1.464, C6 1.437
8 C 3.104 -0.822 0.062  N3 1.362, C10 1.380, H17 1.049
9 C 1.792 0.999 -0.182  C4 1.354, C10 1.462, H19 1.100
10 C 3.171 0.519 -0.256  C8 1.380, C9 1.462, H15 1.052
11 H -2.882 0.770 1.462  C5 1.176
12 H -1.079 -2.320 0.120  C6 1.125
13 H 1.426 -2.149 -0.060  N3 1.011
14 H -3.287 -0.858 -1.514  P1 1.351
15 H 3.915 1.261 -0.314  C10 1.052
16 H -1.328 2.174 0.917  P2 1.358
17 H 3.755 -1.520 0.498  C8 1.049
18 H -3.870 1.296 0.034  C5 1.126
19 H 1.766 2.058 -0.475  C9 1.100


No. 2
Density functional theory data (the ωB97M-V functional and the def2-TZVPD basis) for a single C7H9NS molecule.

Results
Total charge: 0
Highest occupied orbital energy (eV): -8.15
Structure (SMILES): CC1=NC=C[C@H]2[C@@H](S)[C@@H]12

Each atom is followed by the atoms it is bonded to, with distances in Å.
Cartesian coordinates (Å):
1 S -2.747 0.329 0.826  C6 1.796, H11 1.426
2 N 1.233 -1.037 0.532  C7 1.234, C8 1.372
3 C -0.037 0.807 -0.447  C6 1.673, C7 1.621, C9 1.450, H15 1.029
4 C -0.838 -1.542 -0.563  C8 1.326, C9 1.516, H17 1.106
5 C 2.281 1.171 0.851  C7 1.527, H10 1.065, H13 1.056, H14 1.164
6 C -1.703 0.727 -0.581  S1 1.796, C3 1.673, C9 1.477, H16 1.025
7 C 1.235 0.182 0.340  N2 1.234, C3 1.621, C5 1.527
8 C 0.111 -1.800 0.326  N2 1.372, C4 1.326, H18 1.081
9 C -0.742 -0.186 -1.234  C3 1.450, C4 1.516, C6 1.477, H12 1.067
10 H 1.968 1.506 1.813  C5 1.065
11 H -2.086 -0.934 0.815  S1 1.426
12 H -0.735 -0.098 -2.297  C9 1.067
13 H 2.306 1.991 0.186  C5 1.056
14 H 3.286 0.613 1.036  C5 1.164
15 H 0.389 1.681 -0.786  C3 1.029
16 H -2.227 1.454 -1.076  C6 1.025
17 H -1.707 -2.208 -0.723  C4 1.106
18 H 0.013 -2.655 0.982  C8 1.081


No. 3
Density functional theory data (the ωB97M-V functional and the def2-TZVPD basis) for 2 unconnected molecules or ions with the total composition C7H9NS2.

Results
Total charge: 0
Highest occupied orbital energy (eV): -6.59

Each atom is followed by the atoms it is bonded to, with distances in Å.
Cartesian coordinates (Å):
1 S 2.541 1.262 1.185  C8 1.890, H11 1.368
2 S 1.219 -0.865 -0.300  C8 1.656
3 N -1.702 -1.496 -0.317  C5 1.365, C10 1.430, H14 0.993
4 C -1.543 0.184 1.352  C5 1.404, C9 1.327, H18 1.040
5 C -1.307 -1.137 0.939  N3 1.365, C4 1.404, H15 1.031
6 C 3.790 -0.196 -0.776  C8 1.296, H16 1.054, H17 1.088
7 C -2.364 0.812 -0.724  C9 1.405, C10 1.365, H12 1.124
8 C 2.677 -0.099 -0.120  S1 1.890, S2 1.656, C6 1.296
9 C -2.075 1.147 0.609  C4 1.327, C7 1.405, H13 0.988
10 C -2.220 -0.471 -1.169  N3 1.430, C7 1.365, H19 1.069
11 H 3.094 2.317 0.513  S1 1.368
12 H -2.636 1.635 -1.439  C7 1.124
13 H -2.109 2.024 1.062  C9 0.988
14 H -1.479 -2.377 -0.719  N3 0.993
15 H -0.934 -1.729 1.696  C5 1.031
16 H 3.949 -0.868 -1.573  C6 1.054
17 H 4.648 0.355 -0.395  C6 1.088
18 H -1.391 0.247 2.378  C4 1.040
19 H -2.157 -0.745 -2.201  C10 1.069


No. 4
Density functional theory data (the ωB97M-V functional and the def2-TZVPD basis) for a single C7H9NS2 molecule.

Results
Total charge: 0
Highest occupied orbital energy (alpha / beta) (eV): -7.30 / -7.20
Structure (SMILES): C=C/C(C#N)=S(/C)#CSC

Each atom is followed by the atoms it is bonded to, with distances in Å.
Cartesian coordinates (Å):
1 S -0.224 -0.032 0.714  C6 1.865, C9 1.785, C10 2.151
2 S 2.735 0.622 -0.785  C5 1.829, C10 1.614
3 N -2.822 -1.496 -1.467  C4 1.147
4 C -2.365 -0.756 -0.720  N3 1.147, C9 1.345
5 C 4.448 0.164 -0.331  S2 1.829, H11 1.069, H17 1.199, H19 1.054
6 C 0.001 -1.877 0.547  S1 1.865, H13 1.042, H14 1.103, H16 1.037
7 C -3.700 1.856 -0.117  C8 1.339, H12 1.080, H15 1.069
8 C -2.500 1.552 0.393  C7 1.339, C9 1.511, H18 1.051
9 C -1.860 0.228 0.047  S1 1.785, C4 1.345, C8 1.511
10 C 1.873 -0.229 0.282  S1 2.151, S2 1.614
11 H 4.985 -0.098 -1.218  C5 1.069
12 H -4.102 2.785 0.259  C7 1.080
13 H -0.885 -2.276 0.921  C6 1.042
14 H 0.931 -1.959 1.135  C6 1.103
15 H -4.048 1.158 -0.849  C7 1.069
16 H 0.186 -2.196 -0.423  C6 1.037
17 H 4.962 1.029 0.320  C5 1.199
18 H -1.958 2.209 1.008  C8 1.051
19 H 4.343 -0.685 0.285  C5 1.054


Q: Which ΔE to the lowest compared entry with this formula, charge and spin values were calculated for the entries above? A: 14.7, 65.9, 48.8, 131.3, in kcal per mole.